# 1
{
  "formula": "C21H55NO7",
  "method": "ωB97M-V/def2-TZVPD",
  "symbols": ["C", "O", "C", "C", "N", "C", "C", "O", "C", "H", "H", "H", "H", "H", "H", "H", "H", "H", "H", "H", "H", "H", "H", "H", "C", "C", "C", "O", "H", "H", "H", "H", "H", "H", "H", "H", "C", "C", "C", "O", "H", "H", "H", "H", "H", "H", "H", "H", "C", "C", "C", "O", "H", "H", "H", "H", "H", "H", "H", "H", "C", "C", "C", "O", "H", "H", "H", "H", "H", "H", "H", "H", "C", "C", "C", "O", "H", "H", "H", "H", "H", "H", "H", "H"],
  "positions_angstrom": [[-1.57650, 1.81120, -3.11405], [-0.90622, 0.74534, -3.89559], [-1.06660, -0.62792, -3.50111], [-0.02006, -1.53458, -4.22725], [1.34170, -1.02115, -4.15311], [1.92306, -1.02816, -2.78007], [3.44759, -0.82687, -2.83978], [3.82005, 0.54390, -3.07382], [5.20884, 0.81808, -3.20782], [-1.15868, 1.88978, -2.11038], [-2.62298, 1.53293, -2.98937], [-1.55355, 2.77668, -3.61944], [-2.00756, -1.12514, -3.73661], [-0.96819, -0.60967, -2.41571], [-0.11290, -1.65740, -5.30633], [-0.07690, -2.56756, -3.88401], [1.21690, -0.03377, -4.32518], [1.64897, -1.96754, -2.29992], [1.46242, -0.13322, -2.36174], [3.89276, -1.59560, -3.47143], [3.86726, -1.01556, -1.85167], [5.72376, 0.01709, -3.73826], [5.59692, 0.81247, -2.18926], [5.38679, 1.70629, -3.81404], [-3.48017, -4.32326, 3.40329], [-2.93736, -5.60188, 2.86074], [-3.62054, -6.16229, 1.57655], [-1.67928, -5.25945, 2.48619], [-3.54904, -3.66100, 2.54029], [-2.76232, -3.77308, 4.01165], [-4.45161, -4.38153, 3.89421], [-2.87553, -6.31043, 3.68671], [-4.66902, -6.41803, 1.72947], [-3.11806, -7.08426, 1.28400], [-3.53456, -5.53102, 0.69213], [-1.86028, -4.52382, 1.89654], [1.81153, -0.31051, 1.02091], [0.32491, -0.43608, 0.90021], [-0.27540, -1.36548, 1.92056], [-0.26618, 0.80966, 1.14715], [2.19309, -1.31466, 1.20584], [2.31709, 0.27394, 1.78963], [2.19873, 0.02308, 0.05816], [-0.18279, -0.61636, -0.04733], [-1.07237, -0.82364, 2.42983], [0.33520, -1.55741, 2.80284], [-0.75756, -2.25383, 1.51256], [0.42886, 1.45879, 1.27813], [1.16707, 1.93814, 4.49365], [2.58016, 2.49490, 4.78786], [3.62664, 1.31515, 4.76987], [2.96489, 3.35609, 3.70871], [0.95020, 0.89756, 4.73504], [0.95598, 2.00504, 3.42639], [0.45803, 2.63617, 4.93876], [2.64917, 2.91989, 5.78922], [3.58577, 0.70669, 3.86643], [3.46686, 0.68533, 5.64503], [4.64214, 1.69732, 4.87382], [3.48586, 2.79599, 3.12864], [-3.48255, 0.96185, 0.38731], [-4.78008, 0.68254, -0.33426], [-5.52684, -0.60779, 0.31783], [-5.68211, 1.78162, -0.32810], [-3.14565, 1.93660, 0.03451], [-2.76273, 0.23749, 0.00618], [-3.72728, 1.03380, 1.44704], [-4.36770, 0.54752, -1.33417], [-4.69638, -1.31347, 0.29648], [-6.15448, -1.12289, -0.40939], [-5.95693, -0.52972, 1.31634], [-5.70197, 2.27877, -1.14911], [1.85931, 4.47724, -0.64792], [1.90779, 3.18748, -1.54066], [1.84596, 3.37611, -3.10506], [3.16204, 2.58007, -1.23018], [0.95922, 5.00047, -0.97067], [2.74023, 5.08195, -0.86337], [1.79315, 4.44300, 0.43953], [1.10494, 2.50248, -1.26807], [2.65111, 4.02239, -3.45458], [0.89730, 3.82101, -3.40539], [2.06680, 2.48094, -3.68643], [3.47986, 1.92506, -1.85592]],
  "forces_ev_per_a": [[-0.1, -2.1, -0.2], [-0.4, 0.8, -0.3], [0.4, 0.1, -0.2], [0.7, 0.8, 0.1], [0.7, -0.3, 0.8], [0.1, 1.1, -1.7], [0.1, 0.1, 1.6], [-0.9, -0.2, -1.5], [-0.1, -1.3, 0.2], [0.3, 0.0, 0.0], [-0.2, 0.0, 0.0], [0.5, -0.4, -0.3], [-0.7, 0.7, -0.1], [0.3, -0.6, 0.2], [-1.1, 0.5, -0.1], [0.0, 0.0, 0.6], [0.2, 0.2, -0.6], [0.2, 0.2, 0.3], [0.2, -0.2, 1.3], [0.1, 0.5, -0.7], [-0.1, -0.5, 0.4], [-0.1, -0.3, -0.1], [0.6, 0.6, -0.1], [-0.3, 0.3, 0.6], [-1.3, 1.1, -0.2], [-1.6, -0.5, -0.1], [-0.4, -0.7, 1.0], [3.0, 0.1, -0.8], [-0.6, 0.3, -0.2], [0.0, -0.6, 0.5], [0.0, 0.1, 0.0], [0.0, -0.5, -0.3], [-0.1, 0.1, 0.0], [0.1, -0.1, 0.2], [0.0, 0.6, 0.3], [0.8, 0.3, -0.3], [1.1, -1.5, -1.7], [-1.2, 0.6, 1.3], [-1.0, -0.2, 1.3], [-0.4, 2.4, 0.5], [0.3, -0.2, -0.3], [-1.0, 0.5, 0.3], [0.4, 0.1, 0.0], [1.3, -1.1, -0.7], [-0.4, 0.1, -0.4], [0.6, -0.6, -0.4], [0.5, -0.3, 0.1], [-0.1, 0.2, 0.0], [-0.1, 1.0, -0.2], [1.0, -3.0, -1.4], [-0.5, 0.7, 0.9], [-0.2, 0.6, 0.8], [0.2, 0.1, 0.6], [0.3, 0.1, -0.1], [-0.4, -0.4, 0.2], [-0.1, 0.7, -0.4], [-0.3, 0.0, -0.1], [-0.1, -0.3, -0.1], [0.0, 0.2, -0.1], [0.1, 0.2, -0.2], [-0.9, 0.9, -0.1], [-1.1, -0.9, 0.6], [2.1, 0.5, -2.4], [-0.3, 0.2, 0.5], [0.2, 0.1, 0.2], [0.2, -0.2, 0.9], [0.9, -0.3, 0.2], [-1.0, -0.8, -0.6], [0.2, -0.3, 0.8], [-0.8, 0.6, 0.2], [0.1, 0.4, -0.3], [0.3, -0.2, -0.1], [-0.5, -0.1, -1.6], [1.3, -0.2, -0.4], [0.2, 0.8, 1.0], [0.3, 0.4, 1.1], [0.0, 0.4, 0.0], [-0.1, 0.1, -0.2], [0.0, -1.0, -0.1], [-0.3, -0.1, 0.2], [0.0, 0.5, 0.3], [0.0, -0.1, -0.1], [-0.5, -0.5, 0.5], [-0.7, -0.3, -0.5]],
  "homo_energy_ev": -8.97,
  "homo_lumo_gap_ev": 9.415,
  "e_tot_ha": -1414.3489,
  "smiles": "COCCNCCOC.CC(C)O.CC(C)O.CC(C)O.CC(C)O.CC(C)O",
  "relative_energy_ev": 3.109,
  "charge": 0
}

***

# 2
{
  "formula": "C2H2ClFNO2",
  "method": "ωB97M-V/def2-TZVPD",
  "symbols": ["C", "C", "N", "O", "O", "F", "Cl", "H", "H"],
  "positions_angstrom": [[1.50885, 0.24212, -0.16315], [-1.22904, 0.16105, 0.11594], [0.41203, -0.80016, -0.16066], [2.57308, -0.29791, -0.02710], [1.15617, 1.37810, -0.38056], [0.42720, -1.77652, 0.77045], [-2.29536, -0.09114, -1.28435], [-1.75850, -0.10849, 0.99886], [-0.79442, 1.29294, 0.13057]],
  "forces_ev_per_a": [[-0.9, -1.6, 0.9], [4.4, 1.6, -1.3], [-5.3, 3.5, -1.8], [2.7, -0.9, 0.4], [-0.7, 2.0, -0.6], [0.7, -0.9, 1.6], [0.3, 0.0, 0.3], [-0.1, -0.7, 0.7], [-1.1, -3.0, -0.2]],
  "homo_energy_ev": -4.69,
  "homo_lumo_gap_ev": 8.305,
  "e_tot_ha": -842.6447,
  "relative_energy_ev": 4.003,
  "charge": -1
}

***

> Number 1 is which compound?

C21H55NO7